[1]
Below is C28H21F5N3O3S2Ta as an isolated structure, with properties calculated with wB97M-V/def2-TZVPD.

Values from the calculation:
HOMO-LUMO gap, eV: 6.2
LUMO, eV: -8.131
E_tot, eV: -76784.01473
Energy above the lowest of the compared OMol25 structures with the same formula, charge and spin, eV: 0.513

```
! RIJCOSX wB97M-V def2-TZVPD def2/J DEFGRID3
* xyz 2 1
Ta -0.79 0.61 -0.24
C 4.39 2.33 -1.43
C 3.37 1.22 -1.69
C 3.35 0.14 -0.63
C 4.42 -0.74 -0.59
C 4.44 -1.81 0.29
C 3.37 -2.01 1.15
C 2.29 -1.15 1.16
C 1.17 -1.38 2.15
C 1.33 -0.56 3.42
C 2.31 -0.05 0.29
N 1.20 0.89 0.29
C 1.50 2.19 0.34
C 0.58 3.08 -0.21
C 0.51 4.45 -0.32
C -0.65 4.75 -1.05
C -1.26 3.56 -1.37
N -0.52 2.51 -0.88
H 4.41 3.04 -2.25
H 5.40 1.91 -1.32
H 4.18 2.88 -0.51
H 3.62 0.74 -2.64
H 2.38 1.65 -1.85
H 5.24 -0.61 -1.29
H 5.28 -2.49 0.30
H 3.38 -2.85 1.83
H 1.16 -2.44 2.40
H 0.19 -1.19 1.69
H 2.25 -0.84 3.93
H 0.50 -0.71 4.10
H 1.41 0.51 3.20
H 2.46 2.50 0.73
H 1.23 5.16 0.07
H -1.00 5.73 -1.33
H -2.17 3.39 -1.92
F -7.05 1.47 2.06
C -5.74 1.38 2.06
C -5.05 1.46 0.85
F -5.68 1.62 -0.30
C -3.68 1.36 0.91
F -2.96 1.42 -0.28
C -2.95 1.18 2.06
S -1.19 1.13 2.04
C -3.67 1.10 3.25
F -3.03 0.93 4.40
C -5.05 1.20 3.25
F -5.72 1.13 4.38
O 0.44 -0.54 -1.71
S -0.59 -1.08 -2.68
O -0.46 -0.69 -4.02
N -1.86 -0.53 -1.78
C -2.06 -1.53 -0.85
O -2.12 -1.12 0.34
C -1.78 -2.88 -1.33
C -2.16 -4.12 -0.85
C -1.66 -5.24 -1.50
C -0.78 -5.13 -2.57
C -0.36 -3.89 -3.04
C -0.88 -2.79 -2.40
H -2.85 -4.21 -0.01
H -1.97 -6.22 -1.17
H -0.42 -6.03 -3.05
H 0.33 -3.79 -3.87
*
```

These are the natural (NBO) partial charges, in e, on atoms 1 to 2: number 1, Ta, carries 2.167; number 2, C, carries -0.595

[2]
Below is C28H21N8O4SSr as an isolated structure at a distorted geometry, with properties calculated with wB97M-V/def2-TZVPD.

Values from the calculation:
HOMO-LUMO gap, eV: 6.5
LUMO, eV: 2.456
E_tot, eV: -61164.81406
Energy above the lowest of the compared OMol25 structures with the same formula, charge and spin, eV: 0.625

```
! RIJCOSX wB97M-V def2-TZVPD def2/J DEFGRID3
* xyz -1 1
Sr 0.57 -0.32 -0.48
O 3.03 3.35 -1.55
C 2.44 2.25 -1.48
N 1.16 1.94 -1.38
C 0.15 2.93 -1.27
C 0.39 4.30 -1.28
C -0.64 5.23 -1.16
C -1.95 4.80 -1.05
C -2.22 3.44 -1.04
C -1.21 2.47 -1.14
N -1.43 1.07 -1.11
C -2.66 0.57 -1.10
O -3.78 1.12 -1.05
C -2.73 -0.97 -1.19
C -3.99 -1.56 -1.08
C -4.11 -2.93 -1.22
C -2.97 -3.68 -1.46
C -1.76 -3.02 -1.53
N -1.63 -1.69 -1.40
C 3.39 1.03 -1.55
C 4.75 1.27 -1.38
C 5.64 0.21 -1.45
C 5.15 -1.07 -1.69
C 3.79 -1.22 -1.84
N 2.92 -0.20 -1.77
H 1.41 4.63 -1.37
H -0.40 6.29 -1.17
H -2.76 5.51 -0.96
H -3.24 3.09 -0.95
H -4.83 -0.90 -0.91
H -5.08 -3.40 -1.13
H -3.00 -4.75 -1.58
H -0.84 -3.57 -1.68
H 5.06 2.29 -1.21
H 6.70 0.38 -1.31
H 5.80 -1.93 -1.75
H 3.36 -2.20 -2.02
N -4.40 1.92 3.00
C -3.13 1.36 2.89
C -2.84 0.14 3.53
C -1.62 -0.46 3.36
C -0.66 0.16 2.55
C -0.92 1.37 1.94
C -2.16 1.97 2.10
S 0.88 -0.64 2.36
O 1.40 -0.98 3.65
O 1.69 0.28 1.52
N 0.44 -1.85 1.39
C 1.42 -2.74 0.96
N 1.19 -3.28 -0.26
C 2.08 -4.19 -0.67
C 3.20 -4.55 0.05
C 3.37 -3.87 1.25
N 2.51 -2.99 1.72
H -4.93 1.68 3.82
H -4.48 2.89 2.73
H -3.61 -0.33 4.14
H -1.40 -1.41 3.84
H -0.17 1.86 1.33
H -2.37 2.89 1.58
H 1.89 -4.64 -1.64
H 3.90 -5.28 -0.31
H 4.25 -4.06 1.87
*
```

These are the Löwdin partial charges, in e, on atoms 1 to 2: number 1, Sr, carries 1.493; number 2, O, carries -0.025

[3]
Below is C28H21NO8PW as an isolated structure, with properties calculated with wB97M-V/def2-TZVPD.

Values from the calculation:
HOMO-LUMO gap, eV: 5.3
LUMO, eV: -4.998
E_tot, eV: -58354.15187
Energy above the lowest of the compared OMol25 structures with the same formula, charge and spin, eV: 0.360

```
! RIJCOSX wB97M-V def2-TZVPD def2/J DEFGRID3
* xyz 1 1
W 0.11 1.12 0.69
O -6.52 -0.74 1.79
C -5.87 -1.18 0.83
O -6.15 -1.88 -0.15
C -4.38 -0.74 0.85
C -3.48 -1.23 -0.09
C -2.18 -0.79 -0.09
N -1.76 0.14 0.78
C -2.62 0.62 1.71
C -3.92 0.18 1.79
C -1.99 1.59 2.64
O -2.47 2.11 3.59
O -0.67 1.84 2.26
H -3.85 -1.95 -0.81
H -1.44 -1.16 -0.80
H -4.60 0.54 2.55
C 3.14 -0.78 0.24
P 1.87 -0.34 1.44
C 2.26 1.22 2.25
C 2.18 2.33 1.37
C 2.13 3.63 1.88
C 2.09 3.82 3.24
C 2.14 2.73 4.11
C 2.21 1.43 3.62
C 1.63 -1.65 2.63
C 0.33 -2.04 2.96
C 0.13 -3.03 3.91
C 1.22 -3.63 4.52
C 2.51 -3.25 4.19
C 2.73 -2.26 3.24
H 4.06 -1.06 0.76
H 3.34 0.06 -0.43
H 2.78 -1.62 -0.35
H 2.32 2.18 0.29
H 2.11 4.47 1.20
H 2.02 4.82 3.65
H 2.10 2.89 5.18
H 2.21 0.59 4.30
H -0.52 -1.57 2.47
H -0.88 -3.33 4.16
H 1.06 -4.40 5.25
H 3.36 -3.72 4.67
H 3.74 -1.97 2.99
O 0.43 1.13 -3.33
C -0.36 1.32 -2.48
O 0.11 1.12 -1.10
C -1.79 1.61 -2.53
C -2.48 2.18 -1.47
C -3.85 2.40 -1.52
C -4.49 2.01 -2.67
O -5.80 2.11 -2.96
C -5.99 1.46 -4.22
O -4.68 1.19 -4.75
C -3.81 1.45 -3.75
C -2.46 1.26 -3.73
H -1.95 2.50 -0.58
H -4.39 2.85 -0.70
H -6.52 2.13 -4.90
H -6.52 0.52 -4.07
H -1.92 0.83 -4.56
*
```

These are the natural (NBO) partial charges, in e, on atoms 1 to 2: number 1, W, carries 1.492; number 2, O, carries -0.694